ORCA calculation (wB97M-V/def2-TZVPD) on 11 unconnected molecules or ions with the total composition C36H102N8O13 in a non-equilibrium geometry.

Calculated values
multiplicity	1
LUMO	0.0	eV
E_HOMO	-0.3370	Eh
energy relative to the best compared isomer or geometry (same formula, charge and spin)	363.2	kJ/mol
orbital gap	9.193	eV
maximum force	2.98	eV Å⁻¹
SMILES string	COC[C@H](C)N.COC[C@H](C)N.COC[C@H](C)N.COC[C@H](C)N.COC[C@H](C)N.COC[C@H](C)N.COC[C@H](C)N.COC[C@H](C)N.OCCO.OCCO.O

XYZ file:
```
159
Properties=species:S:1:pos:R:3:forces:R:3
C 6.199 -2.864 1.386 0.6 1.1 0.0
C 6.277 -2.215 2.741 0.0 1.3 1.6
C 6.772 -0.735 2.741 -1.1 -1.1 -1.7
O 7.000 -0.289 4.037 0.7 0.8 -0.1
C 7.519 1.053 4.100 -0.1 -0.1 0.5
N 4.962 -2.221 3.392 -0.3 -0.1 -0.1
H 5.564 -2.238 0.759 -0.5 -0.3 -0.1
H 5.856 -3.898 1.434 0.1 0.2 -0.1
H 7.184 -2.727 0.938 0.1 -0.7 -0.2
H 6.978 -2.714 3.409 0.0 -0.4 -0.1
H 5.939 -0.168 2.326 -0.3 0.3 -0.3
H 7.560 -0.631 1.995 0.9 0.2 0.4
H 6.905 1.630 4.791 0.2 -0.2 0.5
H 7.496 1.684 3.212 -0.2 -0.7 -0.7
H 8.564 0.997 4.406 -0.1 0.1 0.3
H 4.939 -1.471 4.068 0.3 -0.1 0.7
H 4.312 -1.852 2.712 -0.4 -0.3 -0.4
C -4.861 0.503 6.747 0.8 0.9 -0.6
C -5.605 -0.607 6.024 -0.1 0.4 1.2
C -5.406 -0.639 4.511 -0.3 0.2 0.9
O -6.072 0.508 4.087 -0.1 1.4 -1.7
C -5.743 0.925 2.763 0.4 -0.6 -0.4
N -5.213 -1.885 6.606 -0.3 -0.1 -0.6
H -5.039 0.652 7.812 -0.1 -1.0 0.2
H -5.103 1.510 6.408 -0.1 -0.1 -0.7
H -3.799 0.342 6.561 0.2 0.1 0.3
H -6.653 -0.404 6.247 -0.4 -0.1 -0.5
H -5.860 -1.521 4.059 -0.2 -0.4 0.1
H -4.349 -0.668 4.245 0.3 0.3 0.0
H -6.085 0.256 1.974 -0.6 -0.5 0.2
H -4.670 0.894 2.578 0.4 0.4 0.4
H -6.135 1.904 2.484 -0.1 0.1 0.7
H -5.459 -1.870 7.586 0.1 -0.1 0.2
H -5.880 -2.505 6.170 0.1 -0.9 0.2
C 6.932 -4.408 -6.781 -0.9 -0.2 -0.6
C 7.350 -2.958 -6.767 -0.2 0.2 2.7
C 6.355 -2.225 -5.766 0.0 -1.0 -2.5
O 6.613 -0.868 -5.751 0.5 0.9 -0.3
C 5.817 -0.142 -4.863 0.6 0.5 1.3
N 8.683 -2.903 -6.077 -0.4 0.4 -1.5
H 5.869 -4.488 -7.008 -0.2 0.0 0.0
H 7.060 -4.843 -5.789 0.2 -0.1 -0.1
H 7.414 -5.022 -7.541 0.4 0.1 0.2
H 7.366 -2.467 -7.740 0.1 -0.1 0.1
H 6.511 -2.762 -4.830 -0.3 0.3 0.6
H 5.334 -2.344 -6.131 -0.4 -0.4 0.2
H 6.225 0.859 -4.727 0.3 0.0 -0.3
H 5.920 -0.619 -3.889 -0.4 0.0 0.3
H 4.765 0.039 -5.083 -0.2 -0.7 -0.6
H 9.025 -1.980 -6.305 0.5 0.2 0.3
H 8.471 -2.875 -5.090 0.2 -0.1 0.3
C -3.414 7.731 0.417 -0.5 -0.1 -0.4
C -4.011 7.524 -0.995 -0.3 -0.7 0.5
C -5.580 7.342 -0.978 0.7 0.5 0.4
O -6.032 6.095 -0.490 2.0 0.2 -0.3
C -7.391 6.035 -0.386 -1.6 0.0 0.0
N -3.579 8.553 -1.918 -0.3 0.5 -0.5
H -3.460 6.808 0.996 -0.2 0.0 0.0
H -3.979 8.496 0.950 0.1 0.1 0.1
H -2.365 8.024 0.379 -0.1 0.1 -0.2
H -3.516 6.648 -1.415 -0.4 -0.5 0.1
H -6.060 7.563 -1.932 0.4 -0.4 -0.7
H -5.988 8.149 -0.369 0.0 0.2 0.6
H -7.909 6.492 -1.230 0.1 -0.1 -0.6
H -7.789 6.609 0.450 0.1 -0.1 0.6
H -7.685 4.987 -0.326 -0.1 0.1 0.2
H -4.027 9.449 -1.790 0.0 0.3 0.6
H -3.931 8.293 -2.828 0.2 -0.2 -0.4
C -6.369 -9.888 0.908 0.2 -0.6 0.0
C -6.370 -8.424 0.590 1.4 1.1 1.7
C -5.069 -7.731 1.161 -0.8 1.3 -1.7
O -5.210 -6.295 0.827 -0.8 -1.9 -0.3
C -4.167 -5.459 1.195 0.8 -0.4 0.1
N -6.620 -8.141 -0.827 0.3 0.0 0.9
H -5.637 -10.479 0.358 -0.1 0.3 -0.6
H -7.367 -10.270 0.691 0.1 -0.4 0.2
H -6.073 -10.097 1.936 -0.5 0.2 0.3
H -7.143 -7.927 1.176 -0.4 -0.2 0.3
H -4.208 -8.166 0.654 0.3 0.2 -0.1
H -4.921 -7.816 2.238 -0.4 -0.3 0.1
H -4.026 -5.480 2.275 -0.2 0.5 0.3
H -4.356 -4.471 0.775 -0.1 0.0 0.4
H -3.210 -5.797 0.798 0.2 -0.1 -0.3
H -6.541 -7.134 -0.840 0.2 0.4 -0.5
H -7.619 -8.286 -0.860 -0.3 -0.2 -0.7
C 0.000 1.579 3.234 0.9 0.1 0.4
C 1.282 1.810 2.369 -2.8 -0.9 0.1
C 1.126 0.940 1.053 1.6 0.9 0.6
O 1.242 -0.441 1.292 -0.4 -0.7 -0.1
C 0.998 -1.219 0.133 0.4 0.2 -1.3
N 1.312 3.254 2.042 0.9 -1.2 0.4
H -0.849 1.699 2.561 -0.3 -0.2 0.4
H -0.058 2.266 4.079 0.0 0.7 -0.4
H -0.012 0.653 3.809 -0.1 -0.6 -0.8
H 2.139 1.491 2.963 0.3 0.2 -0.4
H 1.942 1.284 0.417 0.6 -0.2 -0.3
H 0.264 1.207 0.441 -0.8 0.0 0.5
H 1.639 -0.935 -0.702 0.4 0.6 -0.1
H 0.007 -1.119 -0.312 -0.5 0.1 0.6
H 1.234 -2.283 0.173 -0.2 0.0 1.2
H 2.202 3.359 1.576 0.1 0.7 -0.4
H 0.576 3.434 1.374 -0.1 0.2 -0.2
C 1.581 5.114 -3.098 -0.5 0.2 0.1
C 2.143 6.323 -2.366 0.4 -1.1 1.0
C 3.700 6.175 -2.214 -1.3 -0.5 0.8
O 4.008 5.171 -1.222 1.3 -0.6 -0.1
C 5.436 4.817 -1.097 -0.5 1.0 -1.1
N 1.770 7.585 -2.956 0.6 0.2 -1.1
H 0.494 5.169 -3.157 -0.1 0.1 0.0
H 1.791 4.211 -2.526 0.3 -0.1 -0.2
H 1.932 5.052 -4.128 0.3 -0.1 0.1
H 1.628 6.396 -1.407 0.7 -1.0 0.8
H 4.087 7.131 -1.862 0.4 0.1 -0.4
H 4.023 5.854 -3.205 0.6 0.3 0.0
H 6.053 5.685 -0.865 -0.3 0.3 0.7
H 5.924 4.530 -2.029 -0.7 -0.3 -0.6
H 5.655 3.992 -0.419 -0.8 0.3 0.3
H 0.780 7.655 -2.771 -0.1 0.5 -0.2
H 2.251 8.280 -2.403 -0.2 0.5 -0.1
C 2.366 -6.976 -4.255 -1.2 0.0 -0.3
C 1.035 -7.445 -4.878 0.1 0.1 -1.1
C 1.118 -8.104 -6.317 0.8 0.4 0.8
O 1.635 -7.169 -7.247 0.5 0.2 -0.5
C 1.984 -7.682 -8.536 -0.1 -0.1 0.3
N 0.415 -8.380 -3.959 -0.5 -0.8 -0.1
H 2.778 -6.126 -4.799 0.3 -0.4 -0.2
H 3.026 -7.832 -4.115 0.3 0.2 -0.2
H 2.094 -6.595 -3.271 0.2 0.0 0.2
H 0.358 -6.604 -5.026 0.2 0.6 0.0
H 0.132 -8.424 -6.655 -0.2 -0.2 0.2
H 1.799 -8.954 -6.277 -0.1 -0.4 0.1
H 2.534 -6.922 -9.093 -0.3 0.3 0.2
H 1.117 -8.008 -9.110 -0.3 0.2 0.0
H 2.652 -8.543 -8.546 0.2 -0.2 0.7
H -0.571 -8.434 -4.173 -0.2 -0.3 -0.1
H 0.433 -8.066 -3.000 0.4 0.2 0.0
O 1.196 6.293 5.377 -0.2 0.1 0.2
H 2.090 6.568 5.581 0.2 0.1 0.1
H 1.275 5.813 4.552 -0.1 -0.2 -0.3
C -3.705 0.616 -3.881 -0.4 0.0 0.2
C -4.409 1.907 -3.535 -0.9 -0.6 -1.4
O -3.895 2.297 -2.314 0.0 0.4 1.9
O -2.351 0.922 -4.009 0.9 -0.3 -0.6
H -4.110 0.064 -4.729 0.2 0.6 -0.6
H -3.849 -0.109 -3.079 -0.1 0.1 0.6
H -5.484 1.732 -3.571 -0.3 0.1 0.4
H -4.194 2.734 -4.211 0.0 -0.3 -0.8
H -4.557 2.807 -1.841 0.2 0.2 0.1
H -2.222 1.704 -3.467 0.4 0.0 0.2
C -0.846 4.372 9.438 0.0 -0.4 -0.2
C -1.676 5.650 9.260 1.7 -0.2 0.4
O -1.987 5.828 7.904 -0.9 -0.3 -0.4
O -0.494 4.073 10.790 -0.5 0.5 -0.1
H 0.067 4.576 8.878 0.3 -0.2 -0.2
H -1.341 3.528 8.957 -0.2 -0.1 0.0
H -0.942 6.421 9.494 -0.5 0.5 0.8
H -2.560 5.682 9.897 0.0 0.1 -0.3
H -1.174 5.847 7.396 0.2 0.1 -0.1
H -0.222 3.153 10.842 0.0 0.0 -0.1
```
Positions in Å, forces in eV/Å.

Here are the Löwdin charges for atoms 1 to 5, given in e: -0.063, -0.438, -0.249, -0.172, -0.086

ORCA calculation (wB97M-V/def2-TZVPD) on CH2N2O2S in the gas phase in a non-equilibrium geometry.

Calculated values
multiplicity	1
LUMO (alpha / beta)	-2.7 / -2.7	eV
E_HOMO (alpha / beta)	-0.3030 / -0.3031	Eh
energy relative to the best compared isomer or geometry (same formula, charge and spin)	938.8	kJ/mol
orbital gap (alpha / beta)	5.509 / 5.514	eV
maximum force	2.90	eV Å⁻¹

XYZ file:
```
8
Properties=species:S:1:pos:R:3:forces:R:3
C 0.302 -0.604 0.051 -0.7 -2.7 0.6
N 1.575 -0.377 -0.047 -0.7 0.5 -0.2
N -0.582 0.449 -0.034 -1.7 1.8 0.1
O -0.228 1.619 0.156 -0.1 -0.5 -0.2
O -1.982 0.334 -0.019 1.7 0.7 -0.1
S -3.260 -0.758 0.010 1.5 -0.2 -0.1
H 2.014 0.518 -0.255 -0.1 0.1 0.0
H 2.161 -1.180 0.138 0.1 0.3 -0.1
```
Positions in Å, forces in eV/Å.

Here are the natural (NBO) charges for atoms 1 to 5, given in e: 0.191, -0.699, 0.306, -0.366, -0.392

ORCA calculation (wB97M-V/def2-TZVPD) on a molecular structure, C2H33O15V in a non-equilibrium geometry.

Calculated values
multiplicity	4
LUMO (alpha / beta)	-3.2 / -3.2	eV
E_HOMO (alpha / beta)	-0.4221 / -0.4438	Eh
energy relative to the best compared isomer or geometry (same formula, charge and spin)	0.0	kJ/mol
orbital gap (alpha / beta)	8.318 / 8.844	eV
maximum force	2.54	eV Å⁻¹
charge	+1

XYZ file:
```
51
Properties=species:S:1:pos:R:3:forces:R:3
V -1.159 2.640 2.058 0.8 -0.4 -2.4
C 0.470 -0.553 -0.833 0.0 -0.4 -0.1
C 0.065 0.011 0.519 0.9 0.7 0.9
O -0.149 1.404 0.505 -0.7 0.3 1.1
H -0.136 -0.236 -1.681 -0.2 0.1 0.2
H 0.403 -1.645 -0.793 -0.1 0.0 -0.1
H 1.508 -0.311 -1.077 0.0 0.2 0.1
H 0.924 -0.151 1.207 -0.1 -0.4 -0.1
H -0.737 -0.557 1.021 -0.3 0.1 -0.5
O -0.974 -1.485 -3.999 0.2 0.2 0.2
H -0.050 -1.179 -3.990 -0.3 -0.1 -0.2
H -1.504 -0.685 -4.083 0.0 -0.1 0.0
O 2.123 -3.298 0.962 0.0 0.2 0.1
H 1.856 -2.578 0.378 0.0 -0.1 0.0
H 1.968 -4.095 0.445 -0.1 0.1 0.0
O -0.196 2.812 -1.615 0.0 -0.1 -0.1
H -0.093 2.136 -0.891 0.0 0.0 0.0
H 0.433 2.574 -2.303 -0.1 0.3 0.0
O 0.568 -1.088 3.877 -0.1 -0.1 0.0
H 0.089 -1.641 4.508 0.1 0.1 -0.1
H 1.031 -1.710 3.299 0.0 0.1 0.0
O -3.687 -0.463 -0.008 0.4 0.2 0.1
H -2.882 -0.896 -0.348 -0.4 -0.2 -0.1
H -4.362 -0.670 -0.665 0.1 0.1 0.0
O -1.745 3.900 0.298 0.3 -0.3 0.1
H -1.263 3.630 -0.523 0.0 0.2 0.1
H -2.331 4.624 0.056 0.1 -0.1 0.2
O 0.821 3.646 2.301 -0.4 -0.1 0.4
H 1.620 3.272 1.857 -0.1 0.1 -0.1
H 1.073 3.754 3.228 0.1 0.1 -0.2
O -2.696 -2.903 -0.729 0.2 0.3 0.2
H -3.109 -2.877 0.144 0.0 -0.2 -0.1
H -1.830 -3.307 -0.572 -0.2 -0.2 0.0
O -0.650 1.407 3.642 0.3 -0.5 0.5
H -0.160 0.564 3.494 -0.1 0.0 0.1
H -0.764 1.476 4.598 0.0 0.0 -0.2
O -2.991 1.558 1.724 0.2 -0.1 -0.1
H -2.951 0.925 0.974 -0.3 0.1 0.0
H -3.906 1.512 2.020 0.1 0.1 0.1
O -0.513 -4.746 -0.335 0.4 -0.1 -0.3
H -0.442 -4.984 -1.270 -0.1 0.0 0.2
H -0.136 -5.496 0.141 -0.2 0.1 0.0
O 2.829 2.260 0.931 -0.7 -0.3 0.3
H 1.970 1.826 0.743 0.2 0.0 -0.2
H 3.316 1.626 1.475 0.0 0.1 -0.1
O 1.825 -1.267 -4.089 0.4 0.0 0.3
H 2.661 -0.928 -4.426 -0.2 0.0 -0.1
H 2.071 -1.984 -3.491 0.0 0.0 -0.1
O 4.043 1.758 -2.816 -0.1 -0.2 0.0
H 4.104 1.293 -3.658 0.1 0.1 0.1
H 3.642 1.126 -2.209 0.1 0.1 0.0
```
Positions in Å, forces in eV/Å.

Here are the natural (NBO) charges for atoms 1 to 5, given in e: 1.436, -0.650, -0.050, -0.973, 0.236

ORCA calculation (wB97M-V/def2-TZVPD) on 3 unconnected molecules or ions with the total composition C22H41ClF3N3O8 in a non-equilibrium geometry.

Calculated values
multiplicity	1
LUMO	-1.4	eV
E_HOMO	-0.3264	Eh
orbital gap	7.444	eV
maximum force	10.37	eV Å⁻¹
SMILES string	CC(=O)N(C)[C@@]1(CCC(F)=C(F)F)OC(=O)O[C@H]1Cl.COCCNCCOC.COCCNCCOC

XYZ file:
```
78
Properties=species:S:1:pos:R:3:forces:R:3
C 0.308 -4.598 0.702 0.8 -0.7 0.6
C 1.939 -4.368 0.994 -0.8 3.9 4.0
O 2.228 -3.548 2.012 -0.9 -5.0 -6.0
N 2.931 -5.124 0.138 1.9 1.8 1.7
C 3.926 -5.905 0.967 0.0 -0.8 2.2
C 3.589 -4.255 -0.912 -2.2 0.9 -4.0
C 3.842 -2.660 -0.629 0.9 -0.2 1.8
C 5.080 -1.992 -1.471 0.0 2.1 0.0
C 6.540 -2.058 -0.725 0.5 -0.5 2.4
F 7.638 -1.163 -1.250 -2.9 -3.6 0.6
C 6.895 -2.891 0.458 0.5 0.4 -1.7
F 6.328 -2.760 1.825 1.5 -1.5 -4.9
F 7.966 -3.936 0.275 -2.9 4.1 1.7
O 4.750 -4.792 -1.677 -0.3 -1.2 -1.0
C 4.570 -5.080 -3.115 2.2 -1.6 -1.8
O 5.479 -5.694 -3.919 -6.9 4.8 6.0
O 3.247 -4.508 -3.444 2.6 -0.7 2.2
C 2.482 -4.374 -2.159 1.1 -0.6 -0.7
Cl 1.745 -6.110 -2.049 -0.2 1.8 -0.5
H 0.143 -5.776 0.792 0.3 2.6 -0.5
H -0.017 -4.211 -0.360 0.8 -0.9 2.1
H -0.322 -4.078 1.570 1.7 -1.0 -2.0
H 3.740 -5.673 2.123 0.5 -0.4 -2.5
H 5.051 -5.651 0.769 -2.3 -0.6 0.0
H 3.663 -7.055 0.844 0.9 2.4 0.0
H 2.813 -2.078 -0.749 2.6 -1.3 -0.1
H 4.125 -2.545 0.523 -0.7 -0.3 -2.4
H 5.170 -2.384 -2.592 0.1 0.6 2.6
H 4.818 -0.832 -1.579 0.5 -2.5 0.2
H 1.746 -3.465 -2.199 1.0 -2.2 -0.3
C -3.953 0.369 -3.322 0.2 0.1 -0.2
O -2.713 1.061 -3.275 -0.4 0.0 0.4
C -2.536 1.812 -2.066 0.7 0.0 0.0
C -1.410 1.201 -1.217 -0.6 -0.2 -0.2
N -1.814 -0.088 -0.650 0.3 0.1 -0.1
C -0.707 -0.835 -0.041 -0.3 -0.2 -0.3
C 0.424 -1.307 -0.977 -0.2 -0.2 0.6
O 0.018 -2.302 -1.918 0.3 0.5 0.1
C -0.545 -1.783 -3.115 -0.1 -0.4 -0.3
H -4.064 -0.062 -4.320 0.1 0.1 0.1
H -3.971 -0.444 -2.593 -0.2 0.0 0.1
H -4.789 1.053 -3.145 0.0 -0.1 0.1
H -3.465 1.902 -1.494 0.1 -0.2 0.0
H -2.236 2.823 -2.367 0.0 -0.1 0.1
H -1.157 1.891 -0.404 -0.1 -0.1 0.0
H -0.532 1.090 -1.860 0.1 0.2 -0.1
H -2.217 -0.663 -1.386 0.0 0.2 0.2
H -1.150 -1.723 0.427 0.2 0.1 0.0
H -0.277 -0.235 0.771 0.0 0.0 -0.2
H 1.183 -1.787 -0.347 -0.4 0.1 0.1
H 0.934 -0.476 -1.476 -0.2 0.0 -0.2
H -0.113 -0.819 -3.400 -0.1 0.0 0.1
H -1.628 -1.705 -3.018 0.0 0.2 -0.1
H -0.344 -2.499 -3.917 0.1 0.0 0.1
C -1.600 5.079 0.095 -0.3 -0.1 -0.1
O -2.369 4.077 0.745 0.5 0.1 0.1
C -1.725 3.544 1.910 -0.7 -0.2 0.3
C -2.495 3.947 3.178 0.3 0.4 -0.5
N -2.354 5.380 3.451 -0.2 -0.2 0.0
C -3.261 5.870 4.495 0.0 0.2 -0.3
C -4.773 5.811 4.200 0.1 0.5 0.4
O -5.194 6.690 3.155 0.1 -0.6 0.1
C -5.076 6.145 1.847 -0.2 0.4 0.0
H -2.095 5.332 -0.846 0.0 -0.1 0.1
H -1.544 5.983 0.706 0.2 0.1 0.0
H -0.593 4.714 -0.131 0.0 0.1 0.0
H -0.672 3.837 1.971 -0.1 0.2 0.0
H -1.759 2.453 1.814 0.0 0.0 0.0
H -2.109 3.377 4.030 0.0 0.1 0.0
H -3.545 3.676 3.028 0.0 -0.3 0.0
H -2.542 5.900 2.598 0.1 -0.1 0.2
H -2.994 6.920 4.673 -0.1 -0.1 0.0
H -3.054 5.332 5.429 -0.1 0.0 -0.1
H -5.291 6.157 5.104 0.1 0.0 -0.1
H -5.131 4.790 4.026 0.1 0.0 -0.2
H -5.227 5.062 1.828 0.1 0.0 0.1
H -4.107 6.405 1.418 0.1 -0.2 -0.2
H -5.841 6.610 1.220 0.0 0.0 0.1
```
Positions in Å, forces in eV/Å.

Here are the Löwdin charges for atoms 1 to 5, given in e: -0.032, -0.276, -0.027, -0.166, -0.058

- multiplicity of number 3 (C2H33O15V)?
  4